Entry 1:
# C4H12OS2

A cluster of 2 separate species, C4H12OS2 in total at a distorted geometry (ωB97M-V/def2-TZVPD, the Open Molecules 2025 dataset).

HOMO level (eV): -8.454
DFT total energy (a.u.): -1031.172136
SMILES string: CCSCSC.O
LUMO level (hartree): 0.0183
Gap between HOMO and LUMO (hartree): 0.3289
Energy above the lowest of the compared OMol25 structures with the same formula, charge and spin (kJ/mol): 119.92
Multiplicity: 1

```
19
C4H12OS2 (ωB97M-V/def2-TZVPD)
S -1.492 -1.431 -0.245
S 1.604 -0.840 -0.432
O -0.448 2.277 2.165
C 1.615 0.840 0.083
C 0.210 -1.485 0.483
C -1.116 -2.255 -1.783
C 0.280 1.577 -0.323
H -0.432 1.616 0.519
H -0.425 -1.625 -2.368
H -0.943 2.779 2.851
H 0.511 2.609 -0.635
H 2.489 1.424 -0.263
H 0.410 -2.549 0.710
H -0.681 -3.265 -1.694
H -1.107 1.647 1.796
H -0.201 1.053 -1.166
H -2.072 -2.331 -2.329
H 0.204 -0.932 1.442
H 1.593 0.891 1.189
```

Entry 2:
# C39H27Cl4NO4PRuS

A structure of composition C39H27Cl4NO4PRuS at a distorted geometry (ωB97M-V/def2-TZVPD, the Open Molecules 2025 dataset).

HOMO level (alpha / beta) (eV): -7.681 / -8.070
DFT total energy (a.u.): -4533.250360
LUMO level (alpha / beta) (hartree): 0.0131 / -0.0708
⟨S²⟩: 8.76
Gap between HOMO and LUMO (alpha / beta) (hartree): 0.2953 / 0.2258
Energy above the lowest of the compared OMol25 structures with the same formula, charge and spin (kJ/mol): 89.29
Multiplicity: 6

```
78
C39H27Cl4NO4PRuS (ωB97M-V/def2-TZVPD)
Ru 0.863 -1.221 -0.534
Cl -3.490 0.350 0.880
Cl -2.919 -4.623 3.017
Cl -0.798 -5.945 -2.712
Cl -1.157 -0.541 -2.200
S 0.560 -3.280 -1.730
P 1.762 1.099 -0.949
O 4.672 -1.960 -0.549
O -0.733 -1.504 0.961
O 1.351 -1.610 1.606
O 2.903 -0.870 -1.421
N -3.289 -1.660 3.184
C 0.114 -1.677 1.880
C -2.808 -4.446 -3.641
C -3.141 0.602 4.076
C 0.624 2.397 -0.331
C 2.211 1.729 -2.586
C -1.083 4.294 0.807
C 4.126 0.226 0.236
C 1.215 1.948 -3.534
C -2.411 1.676 4.559
C 5.223 0.316 1.079
C -0.152 4.677 -0.154
C -2.822 -4.070 0.388
C -0.399 -1.897 3.261
C -1.004 -3.239 -2.522
C 0.697 3.736 -0.717
C 1.535 2.488 -4.770
C -1.171 2.965 1.194
C -3.058 -1.881 -0.531
C -1.594 -4.427 -2.979
C -2.963 -2.069 -3.431
C -3.149 -2.161 1.886
C -0.326 2.024 0.620
C -0.386 0.445 4.175
C -3.215 -1.365 0.741
C -1.119 -0.646 3.710
C 3.354 2.375 1.002
C 3.188 1.262 0.181
C -2.975 -3.530 1.653
C -1.749 -2.087 -2.770
C 4.459 2.462 1.837
C 3.848 2.593 -4.125
C 3.933 -1.009 -0.605
C -2.501 -0.550 3.639
C 3.530 2.046 -2.889
C -3.497 -3.265 -3.874
C 5.395 1.437 1.875
C -2.849 -3.237 -0.718
C -1.022 1.600 4.598
C 2.852 2.817 -5.063
H 1.421 4.046 -1.462
H -4.221 0.640 4.014
H 0.184 1.705 -3.307
H -3.478 -1.131 -3.587
H 3.101 3.249 -6.024
H -1.741 5.032 1.249
H -1.894 2.651 1.938
H -2.667 -5.135 0.285
H -0.087 5.712 -0.464
H 5.921 -0.511 1.099
H -4.443 -3.278 -4.397
H -3.107 -1.204 -1.375
H -1.082 -2.744 3.222
H -2.922 2.569 4.895
H 4.877 2.839 -4.353
H -3.209 -5.395 -3.970
H 2.626 3.176 0.994
H 0.757 2.653 -5.504
H -0.438 2.435 4.963
H 4.587 3.336 2.464
H 0.425 -2.139 3.930
H 4.312 1.863 -2.163
H 6.250 1.509 2.535
H -2.716 -3.639 -1.714
H 0.696 0.372 4.212
H -3.366 -2.396 3.873
H -0.425 0.988 0.934
```

Entry 3:
# C6H10NO

The ion C6H10NO with charge +1 at a distorted geometry (ωB97M-V/def2-TZVPD, the Open Molecules 2025 dataset).

Charge: +1
HOMO level (eV): -13.718
DFT total energy (a.u.): -364.159342
SMILES string: C[N@@H+]1C=CC=COC1
LUMO level (hartree): -0.1622
Gap between HOMO and LUMO (hartree): 0.3419
Energy above the lowest of the compared OMol25 structures with the same formula, charge and spin (kJ/mol): 493.33
Multiplicity: 1

```
18
C6H10NO (ωB97M-V/def2-TZVPD)
O 1.415 -0.150 0.687
N -0.921 0.714 -0.114
C -1.099 -0.720 -0.459
C 2.028 -1.211 -0.097
C 1.244 -1.733 -1.038
C -1.509 1.074 1.142
C 0.719 0.958 0.303
C -0.005 -0.973 -1.235
H -2.653 0.841 1.151
H 0.183 -0.335 -2.016
H 0.936 1.586 -0.596
H -1.080 0.497 2.002
H 1.731 -2.542 -1.600
H 0.469 1.633 1.077
H -1.541 -1.392 0.376
H -1.551 2.153 1.181
H 2.951 -1.673 0.190
H -1.316 1.273 -0.955
```

Entry 4:
# C3H9NS

The molecule C3H9NS at a distorted geometry (ωB97M-V/def2-TZVPD, the Open Molecules 2025 dataset).

HOMO level (eV): -9.054
DFT total energy (a.u.): -572.603653
SMILES string: C[C@@H](N)CS
LUMO level (hartree): 0.0340
Gap between HOMO and LUMO (hartree): 0.3667
Energy above the lowest of the compared OMol25 structures with the same formula, charge and spin (kJ/mol): 95.67
Multiplicity: 1

```
14
C3H9NS (ωB97M-V/def2-TZVPD)
S 0.368 1.205 -2.085
N -0.109 0.338 1.692
C 0.934 0.510 -0.508
C -0.750 -1.279 0.073
C -0.214 0.208 0.289
H 0.337 1.232 1.979
H -0.586 -1.704 -0.957
H -1.837 -1.263 0.299
H 1.392 -0.446 -0.692
H 1.071 0.389 -2.990
H -1.090 0.534 2.035
H -0.143 -1.814 0.815
H 1.599 1.200 0.068
H -0.971 0.889 -0.019
```